No. 1
Computed, not measured: 2 unconnected molecules or ions with the total composition C6H12O in a non-equilibrium geometry, with ωB97M-V/def2-TZVPD.

```
19
Properties=species:S:1:pos:R:3:forces:R:3:mulliken_charge:R:1
C 1.62045 -1.80049 0.82864 0.028 -0.009 0.045 -1.231
C 0.96849 -1.11455 -0.37165 -0.019 -0.015 -0.071 -0.404
C 0.50021 0.31650 -0.07454 0.027 0.041 0.041 -0.687
C -0.63387 0.80129 -0.97986 -0.017 -0.060 -0.036 -0.360
C -1.13922 2.19180 -0.60111 -0.011 0.035 0.013 -1.233
C -1.96748 -1.15151 1.36512 -0.562 1.205 0.787 0.119
O -2.33045 -0.22165 1.91027 0.445 -1.262 -0.703 -0.143
H 2.02658 -2.78166 0.55778 -0.072 0.155 0.043 0.364
H 2.44103 -1.20237 1.24264 -0.112 -0.056 -0.090 0.302
H 0.88566 -1.95407 1.62899 0.133 0.038 -0.112 0.279
H 1.67177 -1.09878 -1.21428 -0.124 -0.005 0.082 0.376
H 0.11153 -1.71820 -0.69989 0.097 0.097 0.054 0.312
H 0.17797 0.39134 0.97421 0.031 -0.038 -0.151 0.275
H -0.29950 0.79334 -2.02592 -0.016 0.006 0.135 0.371
H 1.34908 1.00768 -0.16729 -0.081 -0.083 0.049 0.445
H -1.92856 2.53217 -1.28018 0.128 -0.046 0.094 0.360
H -0.32778 2.92887 -0.62914 -0.119 -0.104 -0.002 0.315
H -1.55288 2.19060 0.41510 0.084 0.008 -0.145 0.266
H -1.46925 0.08760 -0.92829 0.158 0.091 -0.035 0.274
```
Positions in Å, forces in eV/Å.

E = -311.0432 Ha
HOMO-LUMO gap = 0.454 hartree
maximum force = 1.545 eV/Å
E_LUMO = 1.171 eV
E_HOMO = -0.4106 Eh
energy above the lowest of the compared OMol25 structures with the same formula, charge and spin = 42.09 kJ/mol

No. 2
Computed, not measured: a single C6H12O molecule in a non-equilibrium geometry, with ωB97M-V/def2-TZVPD.

```
19
Properties=species:S:1:pos:R:3:forces:R:3:mulliken_charge:R:1
C 1.66488 -0.78406 0.23596 0.184 0.233 -0.166 -1.377
C 1.13506 0.55918 0.58972 0.875 -1.158 -0.360 0.512
O 1.49439 1.13530 1.74177 0.485 0.411 1.074 -0.506
C 0.37061 1.33191 -0.35089 -0.791 -0.247 0.285 -0.548
C -1.00861 0.83856 0.14998 -1.124 0.324 -1.880 -0.642
C -1.38573 -0.64037 0.12930 0.065 -0.041 0.422 -0.351
C -1.56735 -0.80909 -1.36357 0.588 -1.523 0.254 -1.057
H 2.61346 -0.65935 -0.30790 0.044 -0.186 0.023 0.321
H 0.97712 -1.30526 -0.44314 0.207 0.057 0.155 0.303
H 1.85472 -1.41311 1.11436 -0.059 0.059 -0.099 0.449
H 1.82880 0.46532 2.35574 -0.086 0.205 -0.159 0.327
H 0.45027 2.40980 -0.19957 0.001 -0.107 -0.087 0.335
H 0.53541 1.06522 -1.40031 0.067 0.079 0.183 0.283
H -1.34068 1.41162 1.02260 -0.105 -0.104 -0.287 0.420
H -1.68563 0.81634 -0.93330 0.114 1.325 1.073 0.353
H -2.36707 -0.70236 0.61374 0.116 -0.024 -0.088 0.295
H -0.72968 -1.32542 0.69897 -0.146 0.065 -0.355 0.343
H -2.20532 -1.62722 -1.71320 -0.124 0.370 -0.031 0.319
H -0.63464 -0.76702 -1.94025 -0.311 0.262 0.041 0.221
```
Positions in Å, forces in eV/Å.

E = -310.8477 Ha
HOMO-LUMO gap (spin up / spin down) = 0.307 / 0.221 hartree
maximum force = 2.214 eV/Å
E_LUMO (spin up / spin down) = 0.692 / 0.168 eV
E_HOMO (spin up / spin down) = -0.2818 / -0.2150 Eh
energy above the lowest of the compared OMol25 structures with the same formula, charge and spin = 555.37 kJ/mol

No. 3
Computed, not measured: 2 unconnected molecules or ions with the total composition C6H12O in a non-equilibrium geometry, with ωB97M-V/def2-TZVPD.

```
19
Properties=species:S:1:pos:R:3:forces:R:3:mulliken_charge:R:1
C 1.78007 0.97529 -2.02518 -0.728 -0.172 1.149 -0.730
C 1.32924 -0.09365 -1.34703 1.623 0.736 -1.165 -0.197
C 0.28975 -0.04107 -0.34615 -0.274 0.146 0.883 0.031
C -0.48239 -1.09402 -0.09330 -0.504 0.150 0.023 -0.413
C -1.64734 -1.24514 0.84016 -0.534 0.331 0.353 -0.437
C -1.66641 -2.58137 1.61282 0.437 0.487 -0.313 -1.070
H 1.30476 1.92616 -1.79413 0.193 0.082 -0.304 0.205
H 2.63329 0.95609 -2.68207 -0.024 -0.118 -0.187 0.276
H 1.88731 -1.01258 -1.49627 -0.391 -0.325 -0.030 0.283
H 0.24033 0.89987 0.22323 -0.321 -0.450 -0.277 0.277
H -0.38080 -1.94884 -0.76483 0.219 -0.065 0.192 0.257
H -1.89575 -0.42454 1.52425 1.109 0.194 0.174 0.340
H -2.55505 -1.12042 0.23467 -0.004 -0.824 -0.318 0.276
H -1.49554 -3.39542 0.90655 -0.663 -0.203 0.051 0.294
H -2.59706 -2.61641 2.17499 -0.104 -0.576 -0.179 0.325
H -0.85004 -2.72136 2.33268 -0.040 0.583 -0.075 0.297
O 0.60850 3.30363 0.68247 -0.013 -0.088 -0.440 -0.609
H 0.69777 3.05242 1.60379 -0.029 0.301 0.142 0.294
H 0.41352 4.24600 0.62856 0.049 -0.189 0.318 0.300
```
Positions in Å, forces in eV/Å.

SMILES = C=C/C=C/CC.O
E = -310.9925 Ha
HOMO-LUMO gap = 0.336 hartree
maximum force = 2.129 eV/Å
E_LUMO = 0.738 eV
E_HOMO = -0.3091 Eh
energy above the lowest of the compared OMol25 structures with the same formula, charge and spin = 175.28 kJ/mol

No. 4
Computed, not measured: a molecular structure, C6H12O, with ωB97M-V/def2-TZVPD.

```
19
Properties=species:S:1:pos:R:3:forces:R:3:mulliken_charge:R:1
C 2.21225 0.18256 -0.28447 0.006 0.009 -0.033 -1.204
C 1.07214 -0.04543 0.70558 -0.072 -0.014 0.046 -0.655
C -0.31878 -0.04511 0.08792 0.103 0.051 -0.027 1.189
C -0.43576 -0.91978 -1.15439 -0.033 0.101 0.018 -1.810
C -1.48112 -0.22416 1.05687 0.038 -0.138 -0.015 -0.763
C -2.35845 0.77404 0.28932 -0.006 0.036 0.188 -0.395
O -0.70031 1.37124 -0.26584 0.061 -0.245 -0.204 -0.518
H 2.05717 1.11029 -0.84767 0.064 -0.124 0.077 0.293
H 2.29939 -0.64299 -1.00010 -0.021 0.158 0.114 0.289
H 3.16823 0.26353 0.24230 -0.146 0.017 -0.087 0.374
H 1.09215 0.71683 1.49363 -0.020 -0.103 -0.123 0.395
H 1.19274 -1.01593 1.20549 -0.011 0.116 -0.055 0.301
H 0.07798 -0.45280 -2.00499 -0.038 -0.115 0.117 0.440
H 0.03748 -1.89318 -0.97902 -0.125 0.166 0.014 0.345
H -1.49094 -1.05764 -1.40720 0.184 0.028 0.014 0.523
H -1.17869 0.04266 2.08093 -0.060 -0.011 -0.150 0.327
H -1.87987 -1.24407 1.06015 0.026 0.111 -0.009 0.271
H -2.59604 1.62214 0.94927 0.094 -0.022 -0.083 0.179
H -0.76957 1.45780 -1.22777 -0.044 -0.021 0.198 0.419
```
Positions in Å, forces in eV/Å.

E = -310.9052 Ha
HOMO-LUMO gap = 0.307 hartree
maximum force = 0.324 eV/Å
E_LUMO = 0.791 eV
E_HOMO = -0.2781 Eh
energy above the lowest of the compared OMol25 structures with the same formula, charge and spin = 404.51 kJ/mol

No. 5
Computed, not measured: a single C6H12O molecule, with ωB97M-V/def2-TZVPD.

```
19
Properties=species:S:1:pos:R:3:forces:R:3:mulliken_charge:R:1
C 1.91971 0.02538 1.45297 0.047 0.001 0.004 -1.533
C 0.43655 0.02873 1.11021 -0.041 0.020 0.025 0.668
C -0.07220 1.35213 0.54362 0.209 0.098 0.140 -0.677
O -1.29211 1.05058 -0.10420 -0.053 0.080 -0.022 -0.399
C -1.26179 -0.30037 -0.57778 -0.036 -0.234 -0.110 0.432
C -1.35309 -0.31987 -2.09676 0.003 0.003 -0.025 -1.401
C 0.03011 -0.92315 -0.01940 0.025 -0.050 -0.031 -1.000
H 2.15289 0.78157 2.21148 -0.028 -0.109 -0.107 0.377
H 2.52361 0.24174 0.56270 -0.094 -0.022 0.123 0.361
H 2.23704 -0.94704 1.84476 -0.054 0.131 -0.060 0.361
H -0.14928 -0.20652 2.00891 0.055 0.024 -0.118 0.244
H -0.26949 2.11301 1.30604 0.040 -0.107 -0.096 0.307
H 0.66392 1.76225 -0.17046 -0.098 -0.055 0.075 0.302
H -2.14144 -0.80448 -0.15392 0.105 0.070 -0.057 0.259
H -2.24219 0.21996 -2.43759 0.109 -0.101 0.082 0.342
H -1.40706 -1.34961 -2.46950 0.021 0.137 0.062 0.352
H -0.47239 0.16279 -2.53616 -0.108 -0.067 0.069 0.330
H 0.81224 -0.93244 -0.79179 -0.110 0.031 0.095 0.308
H -0.11503 -1.95466 0.31684 0.009 0.151 -0.049 0.366
```
Positions in Å, forces in eV/Å.

SMILES = C[C@H]1CO[C@@H](C)C1
E = -311.0474 Ha
HOMO-LUMO gap = 0.389 hartree
maximum force = 0.270 eV/Å
E_LUMO = 1.122 eV
E_HOMO = -0.3482 Eh
energy above the lowest of the compared OMol25 structures with the same formula, charge and spin = 31.28 kJ/mol

No. 6
Computed, not measured: a single C6H12O molecule in a non-equilibrium geometry, with ωB97M-V/def2-TZVPD.

```
19
Properties=species:S:1:pos:R:3:forces:R:3:mulliken_charge:R:1
C 2.82108 0.78038 0.93493 0.772 0.723 -0.366 -1.085
C 1.47627 -0.00415 0.92817 0.407 -0.031 1.898 -0.668
C 0.28113 0.58263 0.10751 0.916 1.791 1.820 -0.171
C -0.83273 -0.24015 0.69954 -1.387 -0.371 0.336 -0.387
C -1.68800 -0.97147 -0.04746 -0.897 0.528 -1.992 -0.503
C -2.08822 -0.37111 -1.43036 4.324 1.582 0.539 -0.096
O -2.77416 -1.06127 -2.32874 -1.932 -3.780 -2.451 -0.545
H 3.64216 0.11886 0.55635 -0.554 0.981 0.049 0.251
H 2.72854 1.74488 0.37690 0.116 -1.091 -0.517 0.322
H 3.21230 1.27752 1.87691 -0.891 -1.395 -0.305 0.302
H 1.19710 -0.11289 1.99989 -0.391 0.912 -0.428 0.252
H 1.53842 -1.09457 0.82735 0.652 0.157 -1.168 0.518
H 0.26267 1.66971 0.48519 -0.222 -1.228 -0.975 0.198
H 0.47438 0.55240 -0.99475 -0.445 -0.072 1.109 0.267
H -0.88911 -0.18832 1.82384 0.644 -1.012 -1.218 0.330
H -1.99743 -2.03052 -0.09681 -0.620 0.633 1.713 0.299
H -2.60282 0.59220 -1.47860 0.944 0.659 1.330 0.335
H -1.04707 -0.34207 -1.90959 -1.199 0.930 0.288 0.051
H -3.71451 -0.90205 -2.33025 -0.239 0.085 0.339 0.328
```
Positions in Å, forces in eV/Å.

SMILES = CCC/C=C\CO
E = -310.9132 Ha
HOMO-LUMO gap = 0.334 hartree
maximum force = 4.902 eV/Å
E_LUMO = 0.946 eV
E_HOMO = -0.2997 Eh
energy above the lowest of the compared OMol25 structures with the same formula, charge and spin = 383.47 kJ/mol

Question: Which of these has the lowest maximum force?
Answer: number 5